No. 1
Below is an isolated molecule of C4H7NO in a non-equilibrium geometry, with properties calculated with the ωB97M-V functional and the def2-TZVPD basis.

Each line ends with the natural charge from an NBO analysis.
Atoms and positions in Å:
C: -0.4272 -1.3066 0.2042  -0.5991
C: 0.5311 -0.1117 0.2664  -0.3507
C: 0.7168 0.3576 1.6468  0.2857
N: 0.8223 0.7828 2.7178  -0.3232
C: 0.0459 1.0848 -0.5812  -0.0461
O: -0.1323 0.7287 -1.9312  -0.7057
H: 0.0495 -2.2178 0.5732  0.2280
H: -1.3316 -1.1279 0.7939  0.2180
H: -0.7105 -1.4842 -0.8374  0.2127
H: 1.5106 -0.4163 -0.1213  0.2469
H: 0.8082 1.8686 -0.5584  0.1932
H: -0.8723 1.4975 -0.1396  0.1710
H: -1.0103 0.3444 -2.0332  0.4693

Force components x, y, z for each atom (eV/Å):
-0.061 -0.046 -0.023
0.038 -0.031 -0.046
0.113 0.384 0.893
-0.088 -0.456 -1.016
0.062 0.147 0.283
-0.204 -0.082 -0.092
-0.063 0.146 0.024
0.117 0.022 -0.095
0.062 -0.037 0.153
-0.121 0.054 0.046
-0.113 -0.089 0.028
0.113 -0.074 -0.082
0.146 0.060 -0.072

Values from the calculation:
ΔE to the lowest compared entry with this formula, charge and spin ... 104.0 kJ/mol
M ... 85.1 Da
DFT total energy ... -7798.566 eV
Net charge ... 0
Structure (SMILES) ... C[C@H](C#N)CO
Highest occupied orbital energy ... -10.9 eV
HOMO-LUMO gap ... 11.591 eV



No. 2
Below is an isolated molecule of C4H7NO in a non-equilibrium geometry, with properties calculated with the ωB97M-V functional and the def2-TZVPD basis.

Each line ends with the natural charge from an NBO analysis.
Atoms and positions in Å:
C: -2.1109 -0.2534 -0.2310  -0.4463
N: -0.9784 -1.1578 -0.0052  -0.4432
C: -0.1400 -0.3464 0.4750  0.1918
C: 1.2277 -0.3239 -0.0565  -0.6049
C: 1.9926 0.9596 0.0912  0.4526
O: 1.5677 2.0070 0.5156  -0.5129
H: -1.9551 0.2931 -1.1857  0.1915
H: -2.3455 0.5047 0.5370  0.1854
H: -2.8623 -0.9906 -0.3316  0.2033
H: -0.4117 0.3445 1.2809  0.1580
H: 1.7303 -1.0819 0.5296  0.2604
H: 1.2454 -0.6590 -1.1071  0.2570
H: 3.0521 0.8456 -0.2093  0.1074

Force components x, y, z for each atom (eV/Å):
-1.536 -0.889 -0.031
0.500 1.891 -0.923
1.118 -0.273 0.482
0.668 -0.368 0.488
0.141 0.190 0.266
0.072 -0.555 -0.220
-0.133 -0.475 0.526
0.183 -0.384 0.017
-1.939 0.171 -0.411
-0.025 0.683 -0.500
0.900 -0.370 0.007
0.020 0.114 0.394
0.031 0.266 -0.096

Values from the calculation:
ΔE to the lowest compared entry with this formula, charge and spin ... 321.3 kJ/mol
M ... 85.1 Da
DFT total energy ... -7796.314 eV
Net charge ... 0
Structure (SMILES) ... C/N=C/CC=O
Highest occupied orbital energy ... -8.9 eV
HOMO-LUMO gap ... 9.713 eV